Record 1
Formula: C5H12N2O4S2
Source: the Open Molecules 2025 dataset
Level of theory: ωB97M-V/def2-TZVPD

```
25
Properties=species:S:1:pos:R:3:forces:R:3:lowdin_charge:R:1
C 1.835 -0.303 1.345 0.61 -2.49 1.51 -0.1430
C -0.572 1.888 -1.106 1.22 0.91 -0.07 -0.0724
C -2.428 -1.497 -0.361 1.35 -0.48 1.56 -0.0453
C -0.551 2.263 0.388 0.05 0.29 0.13 -0.1595
C -1.107 -2.219 -0.237 -1.12 -3.88 0.14 -0.2079
N 0.624 0.304 1.046 -3.77 -0.67 -0.47 -0.1846
N -0.413 -0.259 0.549 1.99 0.69 2.20 0.0736
O 2.956 1.357 -0.324 -0.67 -0.77 -0.10 -0.4042
O 1.661 -0.543 -1.286 -1.37 0.02 -0.32 -0.4091
O 0.591 1.629 1.060 0.16 0.45 0.24 -0.0276
O -0.484 -1.576 0.857 2.02 0.49 0.41 -0.0671
S 4.288 -1.190 -0.465 -0.90 0.42 0.60 0.2149
S 2.662 -0.070 -0.376 3.59 -0.05 -0.20 0.1414
H 2.388 0.202 2.141 -0.09 0.28 -0.52 0.1274
H 1.608 -1.382 1.712 0.65 1.82 -1.22 0.1560
H -1.367 2.499 -1.517 -0.68 -0.54 -0.32 0.0736
H 0.316 2.435 -1.524 -0.43 -1.09 0.21 0.0995
H -0.542 0.785 -1.382 -0.29 1.89 0.27 0.0842
H -2.096 -0.507 -0.135 -1.34 0.81 -0.48 0.0411
H -2.858 -1.599 -1.269 -1.34 -0.06 -3.00 0.0484
H -3.127 -1.855 0.383 -0.01 -0.04 0.31 0.0913
H -1.499 2.057 0.993 1.28 0.16 -0.86 0.1408
H -0.213 3.345 0.493 -0.81 -1.38 -0.04 0.1512
H -0.386 -2.434 -1.037 -0.33 1.36 -0.32 0.1246
H -1.284 -3.330 0.052 0.24 1.87 0.34 0.1528
```
Positions in Å, forces in eV/Å.

The electronic energy is -38212.62482 eV. The HOMO energy is -7.9 eV. Its LUMO energy is -1.5 eV. Its gap between HOMO and LUMO is 6.376 eV. Its energy above the lowest of the compared OMol25 structures with the same formula, charge and spin is 4.135 eV. As for the charge: 0. Its multiplicity is 1.

***

Record 2
Formula: C5H12OSi
Source: the Open Molecules 2025 dataset
Level of theory: ωB97M-V/def2-TZVPD

```
19
Properties=species:S:1:pos:R:3:forces:R:3:lowdin_charge:R:1
C 1.097 0.757 0.700 -2.30 1.13 0.68 0.0145
C 1.668 -0.201 0.024 1.69 -1.26 -0.63 -0.4532
C 2.563 -1.264 0.605 -1.16 -1.34 1.09 -0.0916
C 1.779 -0.455 -1.452 -2.70 2.35 -2.20 -0.1033
C -2.801 -0.164 -0.911 -4.53 0.24 0.27 -0.0410
O -3.065 0.840 -0.026 1.42 0.48 -1.68 -0.4551
Si -3.260 1.331 1.462 0.32 -1.81 1.34 0.6012
H 0.955 0.964 1.781 0.86 -0.84 -0.61 0.0759
H 3.421 -0.750 0.948 1.06 0.18 0.99 0.0661
H 2.020 -1.863 1.398 0.88 0.87 -0.50 0.1047
H 2.921 -2.007 -0.123 -0.30 0.37 0.08 0.0722
H 1.295 -1.421 -1.534 0.40 -0.49 -0.63 0.0663
H 2.846 -0.463 -1.699 -0.39 -0.20 -0.30 0.0754
H 1.157 0.242 -2.277 1.72 -1.40 2.47 0.1342
H 0.356 1.329 0.162 0.20 0.65 -0.44 0.0441
H -3.920 -0.436 -1.201 2.75 -0.66 -0.16 0.1046
H -2.111 0.107 -1.672 0.74 -0.06 -0.50 0.0335
H -2.300 2.184 2.021 0.75 1.26 0.30 -0.1277
H -4.621 1.273 1.795 -1.40 0.54 0.43 -0.1209
```
Positions in Å, forces in eV/Å.

The electronic energy is -15298.69881 eV. The HOMO energy (alpha / beta) is -6.4 / -9.4 eV. Its LUMO energy (alpha / beta) is 0.9 / -0.3 eV. Its gap between HOMO and LUMO (alpha / beta) is 7.312 / 9.119 eV. Its energy above the lowest of the compared OMol25 structures with the same formula, charge and spin is 1.343 eV. As for the charge: 0. Its multiplicity is 3.

***

Record 3
Formula: C3H9NO2S
Source: the Open Molecules 2025 dataset
Level of theory: ωB97M-V/def2-TZVPD

```
16
Properties=species:S:1:pos:R:3:forces:R:3:lowdin_charge:R:1
C -0.538 -0.039 -0.279 0.68 -0.51 -3.62 -0.2376
O -0.234 -1.019 -1.314 1.21 -2.45 1.79 -0.1460
C 0.594 0.026 0.718 -0.76 0.59 1.49 -0.4849
C 0.596 1.450 1.299 -0.07 0.44 0.02 -0.7253
S -0.965 2.031 2.116 0.51 -0.26 0.05 0.0454
N 0.438 -0.912 1.845 0.29 -0.33 0.14 -0.0032
H -0.544 0.872 -0.886 -0.70 0.47 0.85 0.1160
H -1.482 -0.351 0.159 -0.06 0.61 0.23 0.0971
H 1.582 -0.119 0.288 -0.11 -0.24 -0.59 0.1182
H 0.828 2.117 0.473 -0.11 0.18 -0.30 0.0267
H 1.459 1.564 1.957 -0.01 -0.18 0.37 0.0277
H -0.072 -0.424 2.578 -0.15 0.11 -0.12 -0.0010
H -0.141 -1.701 1.580 0.05 -0.01 -0.16 0.0445
H -0.347 -1.107 -2.272 -0.83 1.95 0.15 0.0185
H -0.464 -1.513 -3.786 -0.07 -0.13 -0.66 -0.2252
O -0.709 -0.876 -4.477 0.11 -0.22 0.36 -0.6711
```
Positions in Å, forces in eV/Å.

The electronic energy is -19674.63884 eV. The HOMO energy is -0.3 eV. Its LUMO energy is 5.8 eV. Its gap between HOMO and LUMO is 6.143 eV. Its energy above the lowest of the compared OMol25 structures with the same formula, charge and spin is 1.426 eV. As for the charge: -2. Its multiplicity is 1.

***

Record 4
Formula: C3H10NO
Source: the Open Molecules 2025 dataset
Level of theory: ωB97M-V/def2-TZVPD

```
15
Properties=species:S:1:pos:R:3:forces:R:3:lowdin_charge:R:1
C -0.295 -2.087 -0.420 0.22 0.13 0.57 0.0056
N -0.287 -1.181 0.791 1.80 1.10 -1.84 0.1473
H 0.736 -2.374 -0.607 0.07 0.27 -0.13 0.1058
H -0.712 -1.529 -1.251 -0.14 -0.27 -0.03 0.1024
H -0.796 -2.997 -0.149 -0.69 -0.19 -0.20 0.0946
H 0.164 -1.655 1.571 -0.76 0.32 0.56 0.1754
H 0.337 -0.394 0.528 0.43 -0.37 0.41 0.0988
H -1.093 -0.574 0.916 -0.90 -0.93 0.83 0.1604
C 0.340 1.560 -1.103 0.38 -0.32 -0.10 0.0397
C -0.193 1.907 0.057 0.35 1.00 -0.01 -0.2628
O 0.465 1.644 1.259 -0.45 -0.83 -0.09 -0.0567
H 1.189 0.881 -1.090 0.35 0.36 -0.03 0.0727
H 0.092 1.976 -2.073 -0.67 -0.35 0.18 0.0795
H -1.086 2.503 0.185 -0.07 0.15 -0.15 0.1182
H 1.139 2.321 1.386 0.07 -0.05 0.05 0.1189
```
Positions in Å, forces in eV/Å.

The electronic energy is -6802.78382 eV. The HOMO energy is -14.2 eV. Its LUMO energy is -3.4 eV. Its gap between HOMO and LUMO is 10.760 eV. Its energy above the lowest of the compared OMol25 structures with the same formula, charge and spin is 1.527 eV. As for the charge: +1. Its multiplicity is 1.

***

Record 5
Formula: C3HN3O
Source: the Open Molecules 2025 dataset
Level of theory: ωB97M-V/def2-TZVPD

```
8
Properties=species:S:1:pos:R:3:forces:R:3:lowdin_charge:R:1
C 0.730 -0.336 -0.676 3.18 -1.87 -2.20 -0.3204
C -0.322 0.514 -0.427 -2.94 -4.04 2.52 -0.2198
C -0.047 -1.326 1.643 0.17 0.41 0.94 -0.0176
N 1.573 -1.064 -1.045 -1.57 1.37 1.05 0.1619
N -0.231 1.765 -0.468 -0.64 1.44 -0.71 -0.0920
N -0.367 2.855 -0.629 0.32 1.87 0.19 0.2641
O -0.148 -2.410 1.398 -0.14 -1.01 -0.15 0.0843
H -1.188 0.002 0.203 1.61 1.84 -1.64 0.1395
```
Positions in Å, forces in eV/Å.

The electronic energy is -9641.53985 eV. The HOMO energy is -9.5 eV. Its LUMO energy is -0.3 eV. Its gap between HOMO and LUMO is 9.176 eV. Its energy above the lowest of the compared OMol25 structures with the same formula, charge and spin is 1.278 eV. As for the charge: 0. Its multiplicity is 1.

***

Record 6
Formula: C12H16BF8NO4
Source: the Open Molecules 2025 dataset
Level of theory: ωB97M-V/def2-TZVPD

```
42
Properties=species:S:1:pos:R:3:forces:R:3:lowdin_charge:R:1
C 2.559 2.298 2.367 0.25 0.76 -0.23 -0.0399
O 1.385 3.116 2.428 0.00 -0.72 0.30 0.0594
B 0.255 2.529 1.945 0.41 0.11 0.18 -0.5820
O -0.769 2.306 2.810 -0.16 0.51 -0.17 0.2073
C 0.076 2.167 0.397 -0.62 1.38 -1.11 -0.2775
O -0.522 2.975 -0.295 0.60 -1.41 0.89 0.1578
O 0.638 1.010 -0.123 -0.03 0.37 0.43 0.0259
C -0.272 0.042 -0.666 -1.31 0.96 -0.77 -0.3497
C 0.429 -1.306 -0.553 0.64 0.25 -0.01 -0.0311
C 1.232 -1.494 0.722 -0.11 -0.28 -0.01 -0.3619
C 1.200 -2.918 1.213 0.31 -0.05 -0.38 -0.0218
F 2.566 -1.220 0.420 0.35 0.25 0.05 -0.0143
N -1.550 0.088 -0.029 1.54 -1.66 0.36 0.1851
C -2.078 -0.756 0.766 -0.64 0.29 -0.40 -0.3485
C -1.929 -0.776 2.250 0.23 -0.39 0.03 -0.0113
C -3.022 -1.811 0.240 -0.11 0.86 -0.23 -0.0115
C -0.510 0.350 -2.204 -0.16 0.72 1.16 -0.3626
F -1.589 1.144 -2.345 0.07 -0.09 -0.14 0.1397
F -0.782 -0.817 -2.830 0.02 -0.21 -0.20 0.1305
C 0.661 1.064 -2.919 -0.16 -0.27 -1.04 -0.3599
F 1.850 0.588 -2.506 0.16 -0.08 0.09 0.1590
F 0.624 2.381 -2.718 -0.02 0.01 0.13 0.1758
C 0.601 0.827 -4.469 0.38 0.36 -0.23 -0.5123
F 1.114 -0.375 -4.770 -0.39 0.34 -0.03 0.1677
F 1.354 1.761 -5.087 -0.33 -0.47 0.25 0.1624
F -0.650 0.927 -4.941 0.55 -0.15 0.15 0.1761
H 2.897 2.203 1.340 0.02 -0.32 -0.20 0.0970
H 2.406 1.335 2.839 -0.11 -0.27 -0.04 0.0936
H 3.334 2.814 2.915 0.17 0.15 0.19 0.0904
H -1.602 2.270 2.336 -0.34 -0.34 -0.02 0.1090
H 1.171 -1.342 -1.341 0.17 -0.07 -0.21 0.1339
H -0.230 -2.139 -0.745 -0.47 -0.03 0.05 0.1267
H 0.967 -0.775 1.486 -0.25 0.11 0.22 0.1293
H 0.200 -3.332 1.226 -0.26 0.00 0.30 0.0740
H 1.771 -3.498 0.496 0.05 -0.23 -0.19 0.0918
H 1.709 -3.025 2.160 -0.09 -0.02 0.38 0.0827
H -1.820 -1.816 2.547 -0.01 -0.22 0.13 0.0898
H -2.844 -0.439 2.725 -0.21 0.23 0.16 0.0975
H -1.074 -0.228 2.612 0.09 0.38 0.06 0.0669
H -3.211 -1.586 -0.798 -0.06 -0.11 -0.34 0.0827
H -2.581 -2.798 0.322 0.01 -0.28 0.24 0.0853
H -3.964 -1.744 0.776 -0.15 -0.38 0.21 0.0872
```
Positions in Å, forces in eV/Å.

The electronic energy is -44800.48160 eV. The HOMO energy is -9.0 eV. Its LUMO energy is -0.2 eV. Its gap between HOMO and LUMO is 8.838 eV. As for the charge: 0. Its multiplicity is 1. As for the SMILES: COB(O)C(=O)O[C@@](C[C@@H](C)F)(N=C(C)C)C(F)(F)C(F)(F)C(F)(F)F.

***

- charge of number 5 (C3HN3O)?
  0